The following is a DFT calculation (ωB97M-V with the def2-TZVPD basis set) of a 2-piece molecular cluster, C2H8O2 overall at a distorted geometry.

```
12
Properties=species:S:1:pos:R:3:nbo_charge:R:1
C 1.68 0.06 1.53 -0.26
O 0.53 -0.80 1.61 -0.73
H 1.57 0.56 0.57 0.19
H 1.89 0.65 2.42 0.17
H 2.55 -0.59 1.36 0.16
H 0.17 -0.77 2.50 0.47
C -1.35 -0.22 -1.65 -0.26
O -1.02 1.18 -1.60 -0.73
H -1.47 -0.61 -0.64 0.18
H -0.50 -0.72 -2.10 0.18
H -2.20 -0.37 -2.33 0.16
H -1.84 1.63 -1.69 0.46
```

Energy relative to the best compared isomer or geometry (same formula, charge and spin)   22.2 kcal per mole
Calculated total energy   -6297.4491 eV
Maximum force   0.041 hartree/bohr
HOMO-LUMO gap   11.0926 eV